BrClFHN3O as an isolated structure at a distorted geometry. Source: the Open Molecules 2025 dataset; level of theory: ωB97M-V with the def2-TZVPD basis set.

Its total energy is -91813.1277 eV. As for the relative energy (zero: lowest compared OMol25 entry of this formula, charge and spin): 4.068 eV. Its spin multiplicity is 1. As for the total charge: -1. The frontier orbital gap (spin up / spin down) is 7.40 / 7.29 eV. The calculation puts the LUMO energy (spin up / spin down) at 2.739 / 2.873 eV.

Element x y z (Å)
N -0.2793 1.8320 -1.5201
N 0.7279 1.5344 -1.1641
N 1.1016 -0.6080 -1.5132
O -1.3441 2.1210 -1.8943
F -1.8033 -1.2548 1.8730
Cl 0.9260 -0.8550 2.4298
Br 1.5178 -1.6536 -0.2591
H -0.8466 -1.1160 2.0481

Cartesian forces (eV/Å) of the 2 atoms listed first:
1.3 -0.2 0.6
0.6 1.2 0.5

Computed Löwdin charges, given in elementary charges:
1 N -0.30
2 N 0.17
3 N -0.66
4 O 0.06
5 F -0.27
6 Cl -0.39
7 Br 0.57
8 H -0.20